# C11H34N8O5Rb

C11H34N8O5Rb as an isolated structure (ωB97M-V with the def2-TZVPD basis set, the OMol25 dataset).

XYZ file:
```
59
C11H34N8O5Rb ωB97M-V with the def2-TZVPD basis set
Rb 15.913 -20.992 -4.200
C 13.964 -23.453 -6.083
O 14.084 -22.244 -5.904
N 14.408 -24.380 -5.155
N 13.369 -24.016 -7.181
H 14.345 -25.303 -5.536
H 14.875 -24.146 -4.300
H 12.783 -23.371 -7.684
H 13.186 -24.992 -7.080
C 15.921 -24.121 -1.589
O 16.300 -23.456 -2.579
N 15.135 -25.207 -1.704
N 16.218 -23.711 -0.336
H 14.617 -25.373 -2.541
H 15.034 -25.794 -0.895
H 15.962 -24.197 0.503
H 16.721 -22.848 -0.241
C 16.584 -19.686 -7.785
O 15.773 -19.683 -6.878
N 17.965 -19.603 -7.648
N 16.222 -19.511 -9.110
H 18.506 -19.130 -8.345
H 18.496 -20.201 -7.039
H 16.827 -19.675 -9.886
H 15.220 -19.453 -9.216
C 18.370 -19.241 -0.943
C 18.139 -18.315 -2.133
C 19.069 -18.610 -3.308
O 18.590 -17.988 -4.481
C 19.486 -17.077 -5.105
N 16.810 -18.830 -2.645
H 18.424 -20.290 -1.215
H 17.682 -19.025 -0.123
H 19.323 -18.974 -0.461
H 18.141 -17.247 -1.909
H 19.186 -19.679 -3.503
H 20.064 -18.292 -2.971
H 20.531 -17.370 -4.995
H 19.404 -16.074 -4.676
H 19.178 -16.991 -6.143
H 16.089 -18.517 -1.997
H 16.720 -18.249 -3.484
C 17.436 -25.509 -7.512
C 18.086 -24.245 -6.991
C 18.758 -24.318 -5.600
O 18.952 -22.978 -5.183
C 18.947 -22.770 -3.777
N 19.029 -23.646 -7.937
H 17.058 -25.384 -8.526
H 16.601 -25.841 -6.890
H 18.129 -26.352 -7.436
H 17.248 -23.529 -6.938
H 19.763 -24.747 -5.664
H 18.137 -24.954 -4.962
H 18.754 -23.630 -3.144
H 18.230 -21.975 -3.573
H 19.911 -22.319 -3.518
H 18.520 -23.484 -8.803
H 19.273 -22.712 -7.626
```

Summary:
- E (Eh) = -1277.76771
- M (u) = 443.9
- net charge = +1
- lowest unoccupied orbital energy (eV) = -2.20
- relative energy (zero: lowest compared OMol25 entry of this formula, charge and spin) (kcal/mol) = 29.8
- gap between HOMO and LUMO (eV) = 9.0819
- F_max (eV/Å) = 3.17